The following is a quantum chemistry calculation of a structure of composition C16H15N3O2PdS in a non-equilibrium geometry, from OMol25.

Results
* charge: +1
* electronic energy: -39706.184 eV
* highest occupied orbital energy (alpha / beta): -10.99 / -10.92 eV
* energy above the lowest of the compared OMol25 structures with the same formula, charge and spin: 0.0 kcal/mol
* strongest force on any atom: 4.79 eV/A
* 2S+1: 2

Each line ends with the Löwdin charge.
Cartesian coordinates (Å):
Pd  1.6962  -0.0777  0.0000  0.877
S  4.4547  -1.4994  -0.0001  0.802
O  2.3096  -3.0629  0.0001  -0.150
O  -0.0829  -1.5005  0.0000  -0.063
N  -1.3166  0.4167  0.0000  0.072
N  -0.2225  1.0924  0.0000  -0.002
N  2.1822  2.1341  0.0000  0.017
C  -4.8272  -1.9004  0.0000  -0.063
C  -1.2128  -0.9351  0.0000  -0.389
C  -0.1728  2.4709  0.0000  -0.216
C  -4.7112  -3.2856  0.0000  -0.055
C  3.7275  3.9523  0.0000  -0.025
C  3.4220  2.6018  0.0000  -0.125
C  3.0776  -4.2725  0.0000  -0.016
C  2.8566  -1.9032  0.0000  -0.755
C  2.6704  4.8764  0.0000  -0.029
C  -2.3247  -3.1097  0.0000  -0.010
C  -2.4388  -1.7112  0.0000  -0.153
C  1.1138  3.0235  0.0000  -0.199
C  1.3805  4.4236  0.0000  0.016
C  -1.4337  3.2618  0.0000  -0.011
C  -3.4591  -3.8897  0.0000  -0.061
C  -3.7000  -1.1072  0.0000  -0.015
H  2.8083  -4.8391  -0.8913  0.113
H  2.8888  5.9310  0.0000  0.120
H  -1.4849  3.9071  0.8774  0.099
H  4.1428  -4.0333  0.0000  0.061
H  -3.7788  -0.0310  0.0000  0.108
H  -5.8055  -1.4474  0.0000  0.109
H  -1.4849  3.9071  -0.8774  0.099
H  -3.3756  -4.9660  0.0000  0.109
H  -2.2939  2.5970  0.0000  0.073
H  -5.6006  -3.8955  0.0000  0.110
H  0.5560  5.1161  0.0000  0.117
H  4.2123  1.8571  0.0000  0.098
H  -1.3351  -3.5414  0.0000  0.114
H  2.8083  -4.8391  0.8912  0.113
H  4.7540  4.2775  0.0000  0.113